Entry 1:
A cluster of 6 separate species, C37H81N9O11P in total at a distorted geometry, computed with ωB97M-V/def2-TZVPD.

The HOMO-LUMO gap is 6.2 eV. Its total charge is +1. The value obtained for the strongest force on any atom is 8.789 eV/Å.

```
139
Properties=species:S:1:pos:R:3:mulliken_charge:R:1
C 3.51951 5.95909 3.02088 -1.031
C 2.41354 5.40012 1.90449 -0.137
C 2.11542 6.56693 0.76379 -0.751
C 0.84007 6.15909 -0.23817 0.185
C 0.33691 7.50359 -1.02896 -0.972
N 1.37851 5.11396 -1.23645 0.173
C 0.62744 4.10891 -1.79016 -0.892
N -0.86240 4.08466 -1.39657 -0.016
P -1.30439 2.55806 -0.58864 0.450
O -2.03000 2.98161 0.78780 -0.400
O -2.60004 1.84351 -1.57083 -0.455
O 0.03329 1.47241 -0.32318 -0.244
N 1.08692 3.03610 -2.74148 1.543
C 0.67244 3.27314 -4.17191 -0.611
C 0.10714 1.95962 -4.97048 -0.962
C -0.69123 0.86542 -4.05159 1.061
C -0.39444 -0.66403 -4.56454 -1.003
C 0.19720 -1.67988 -3.42256 -0.161
C -0.63080 -1.69789 -2.00790 0.470
C -0.65300 -3.15498 -1.24239 -0.961
C 0.30055 -3.19264 0.12655 0.025
O 0.00946 -2.09754 1.06665 -0.225
C 0.77042 -2.22676 2.32366 0.501
C 2.17256 -1.46247 2.69425 -0.576
O 0.26574 -3.05613 3.27635 -0.539
C 2.53843 2.66060 -2.58561 -1.353
C 2.97768 1.24626 -3.29048 0.691
C 4.59190 1.00423 -3.08237 -0.604
C 5.17828 -0.04608 -4.20416 -0.786
N 4.61358 -1.44730 -4.01388 -0.238
C 5.13898 -2.00875 -2.71047 0.071
C 4.02235 -2.23284 -1.49993 -0.251
O 6.42987 -2.31644 -2.50270 -0.575
H 3.07547 6.79106 3.72222 0.291
H 3.89598 5.07641 3.73208 0.310
H 4.48027 6.41907 2.51821 0.281
H 2.90013 4.42015 1.44985 0.117
H 1.42326 5.05273 2.46896 0.216
H 3.04820 6.64278 0.06156 0.229
H 1.84970 7.54547 1.34702 0.313
H 0.02486 5.70059 0.49270 0.233
H 1.09126 7.66322 -1.93806 0.277
H -0.76740 7.31254 -1.37086 0.170
H 0.44829 8.40459 -0.26404 0.375
H 2.38726 5.21117 -1.48324 0.436
H -1.41278 4.24013 -2.29214 -0.039
H -3.19070 2.58831 -1.94233 0.334
H 0.46003 1.80879 0.53826 0.287
H -0.18473 4.10300 -4.16833 0.284
H 1.56029 3.75922 -4.79344 0.240
H 0.97723 1.49021 -5.63984 0.379
H -0.68436 2.36921 -5.76497 0.390
H -0.50878 0.94326 -2.89924 -0.881
H -1.85330 1.06184 -4.21793 0.393
H 0.43488 -0.61145 -5.42065 0.287
H -1.32805 -1.16932 -5.05654 0.310
H 0.10667 -2.78024 -3.87352 0.488
H 1.36518 -1.52937 -3.23179 -0.304
H -1.70467 -1.22616 -2.17133 0.275
H -0.06326 -0.95409 -1.27851 -0.316
H -0.43296 -4.07097 -1.94844 0.268
H -1.76442 -3.31763 -0.83955 0.267
H -0.01775 -4.19891 0.68175 0.376
H 1.44757 -3.16076 -0.11033 0.116
H 2.55708 -0.71123 1.88151 0.161
H 2.12776 -0.84540 3.71336 0.128
H 2.99053 -2.28859 2.86160 0.272
H 2.93300 2.63839 -1.47857 0.220
H 3.16690 3.51152 -3.13901 0.383
H 2.30658 0.39778 -2.84451 -0.350
H 2.78796 1.29405 -4.44403 0.029
H 5.12990 2.03577 -3.27951 0.387
H 4.78907 0.69570 -1.97102 0.275
H 6.34502 -0.13376 -4.12640 0.373
H 4.92627 0.30452 -5.29567 0.340
H 5.05105 -2.05364 -4.76867 0.334
H 4.53969 -1.94359 -0.49071 0.313
H 3.11409 -1.52481 -1.74478 -0.137
H 3.69836 -3.37354 -1.54784 0.351
C -0.36361 -6.62945 3.16114 -1.084
C -0.58673 -6.76567 1.68089 0.732
O -0.66619 -5.78794 0.93978 -0.715
N -0.70250 -8.02033 1.15979 -0.130
C -0.63948 -9.28638 1.85014 -0.856
H -0.29231 -5.56946 3.42249 0.119
H -1.20415 -7.06386 3.70852 0.358
H 0.57146 -7.11854 3.44597 0.360
H -0.85094 -8.02623 0.15722 0.202
H 0.17913 -9.86722 1.41785 0.217
H -1.58155 -9.81293 1.67821 0.384
H -0.47726 -9.16922 2.92233 0.339
C 0.45514 1.98333 7.94109 -1.190
C 1.61511 1.29516 7.27751 0.783
O 2.63721 1.89933 6.95843 -0.674
N 1.51428 -0.04165 7.02871 -0.154
C 0.41226 -0.92670 7.32142 -0.784
H 0.68744 3.04449 8.07125 0.282
H -0.43775 1.89987 7.31609 0.331
H 0.27385 1.54658 8.92653 0.349
H 2.33637 -0.42942 6.58036 0.214
H 0.77991 -1.71937 7.97784 0.292
H 0.07430 -1.36897 6.38095 0.245
H -0.42014 -0.41146 7.80235 0.312
C -4.71191 7.68485 -4.63967 -1.399
C -3.69096 6.62002 -4.35115 0.931
O -3.01317 6.10735 -5.23958 -0.640
N -3.52379 6.22155 -3.05794 0.049
C -4.21178 6.69211 -1.87952 -0.847
H -4.72716 7.89310 -5.71362 0.301
H -5.70587 7.34210 -4.34067 0.377
H -4.45132 8.60666 -4.11329 0.378
H -2.81853 5.50204 -2.94781 0.102
H -3.46516 7.09148 -1.18854 0.251
H -4.70918 5.83757 -1.41407 0.290
H -4.94832 7.46380 -2.10677 0.372
C -1.46033 -12.09720 -1.41903 -1.319
C -1.62364 -12.35925 0.05207 0.787
O -2.09112 -11.51812 0.81724 -0.670
N -1.23612 -13.57328 0.53690 -0.161
C -0.66960 -14.68707 -0.18557 -0.817
H -1.81349 -11.08788 -1.65039 0.284
H -0.40545 -12.16572 -1.69721 0.362
H -2.05452 -12.81103 -1.99529 0.388
H -1.37859 -13.67048 1.53564 0.235
H -1.32662 -15.54943 -0.04751 0.284
H 0.30857 -14.90947 0.24804 0.280
H -0.55817 -14.48008 -1.25064 0.318
C -5.41368 4.55834 4.93094 -1.214
C -4.63222 5.09714 3.76540 0.803
O -4.46807 6.30299 3.59074 -0.668
N -4.09511 4.20684 2.88336 -0.029
C -4.17091 2.76562 2.90714 -0.785
H -5.77662 5.39035 5.54168 0.291
H -6.27675 3.99078 4.57341 0.343
H -4.77287 3.92793 5.55275 0.324
H -3.58457 4.64906 2.12771 0.114
H -3.15158 2.37373 2.94923 0.218
H -4.64284 2.43610 1.97816 0.231
H -4.74094 2.39190 3.75864 0.391
```

Entry 2:
A structure of composition C37H82Br21O20P5 at a distorted geometry, computed with ωB97M-V/def2-TZVPD.

The HOMO-LUMO gap is 9.1 eV. The value obtained for the strongest force on any atom is 4.642 eV/Å.

```
165
Properties=species:S:1:pos:R:3:mulliken_charge:R:1
C 5.85008 2.56986 -4.51151 -0.425
Br 6.54399 3.10602 -2.68052 -0.027
Br 7.19226 2.99079 -5.89492 -0.039
Br 4.00039 3.38363 -4.72322 0.066
H 5.82805 1.48316 -4.59334 0.383
C 2.66700 2.61381 1.72560 -0.624
Br 4.05462 2.69104 0.34780 -0.023
Br 3.22499 1.30671 3.09784 -0.027
Br 0.87002 2.07430 0.92502 0.210
H 2.64669 3.58906 2.21200 0.523
C -2.35428 -1.74584 -5.56326 0.773
Br -4.15636 -2.49620 -5.29014 -0.082
Br -2.21904 -0.93372 -7.29182 -0.049
Br -0.92039 -3.08714 -5.26026 -0.018
H -2.24568 -0.93359 -4.84454 -0.725
C -3.41289 -4.32157 3.92398 -0.252
Br -1.98376 -5.49692 4.80929 -0.093
Br -3.21955 -4.31967 1.96650 0.178
Br -3.58263 -2.55200 4.64767 0.008
H -4.40459 -4.69779 4.17516 0.143
C -4.74883 -0.74840 -0.94108 0.049
Br -3.71431 -1.29661 0.60892 0.413
Br -5.81216 0.76017 -0.36197 -0.115
Br -5.91036 -2.22274 -1.62192 -0.104
H -4.14625 -0.31002 -1.73658 -0.141
C 3.22093 -4.38426 -2.98967 -0.525
Br 2.46115 -4.25413 -4.82338 -0.070
Br 1.81821 -5.02701 -1.78716 0.082
Br 4.18303 -2.72440 -2.40258 0.061
H 4.06006 -5.05803 -3.16289 0.395
C 2.17284 -2.23184 5.57339 -0.411
Br 0.87691 -3.44649 4.67947 0.006
Br 1.28042 -0.55957 6.14375 -0.036
Br 3.65603 -1.80106 4.33814 -0.040
H 2.58025 -2.83274 6.38644 0.405
C 5.58614 -0.70415 0.67534 -0.157
C 6.66202 -0.06215 -0.23293 -0.359
O 7.83367 -0.84874 -0.34657 0.042
P 9.22564 -0.42007 0.39951 0.864
O 8.98410 0.00669 1.79810 -0.803
O 10.15801 -1.76121 0.12091 -0.365
C 10.58165 -2.02094 -1.20634 -0.201
C 10.12083 -3.48556 -1.57727 -1.114
O 9.87161 0.66474 -0.55543 -0.242
C 10.27211 1.90009 0.02859 -0.317
C 11.73405 2.09782 -0.40365 -1.193
H 5.19313 -1.55206 0.11438 0.044
H 5.98240 -0.99436 1.64840 0.313
H 4.76095 -0.01397 0.85090 -0.226
H 6.31176 0.04137 -1.25992 0.199
H 6.84401 0.97832 0.03618 0.273
H 10.15001 -1.42007 -2.00680 0.215
H 11.63994 -1.80810 -1.35741 0.394
H 10.40157 -3.60835 -2.62332 0.371
H 10.58904 -4.28711 -1.00595 0.304
H 9.04222 -3.59290 -1.46255 0.244
H 9.53019 2.67493 -0.16454 0.295
H 10.20106 1.94271 1.11543 0.376
H 12.20192 2.97742 0.03852 0.393
H 12.37370 1.25964 -0.12722 0.290
H 11.80942 2.08254 -1.49093 0.296
C -1.87352 2.36771 -6.06061 -0.782
C -1.27404 3.75417 -6.10117 -0.654
O -0.43595 3.87684 -5.00342 -0.069
P -0.84456 4.88900 -3.82234 0.251
O -1.35237 6.22198 -4.21763 -0.828
O -1.88736 3.97723 -2.90851 -0.516
C -1.74665 2.61621 -2.65062 0.777
C -2.11675 2.58465 -1.19424 0.398
O 0.54264 4.80491 -2.92525 0.573
C 1.69238 5.55272 -3.21776 -0.264
C 2.81360 5.00918 -2.30642 -0.895
H -1.11096 1.63141 -5.80673 0.052
H -2.77886 2.18659 -5.48124 0.351
H -2.23747 2.13275 -7.06082 0.456
H -0.63263 3.64622 -6.97584 0.299
H -2.02096 4.51834 -6.31622 0.388
H -2.44720 1.96537 -3.17381 -0.127
H -0.73896 2.24496 -2.83725 0.108
H -2.16813 1.53986 -0.88785 0.012
H -1.33647 3.02638 -0.57444 -1.099
H -3.02910 3.14821 -0.99901 0.420
H 2.09271 5.35776 -4.21266 0.185
H 1.57217 6.62900 -3.09426 0.282
H 3.77257 5.47586 -2.53156 0.419
H 2.59118 5.08743 -1.24223 0.322
H 2.86581 3.92679 -2.42391 -0.039
C 2.34593 0.58194 -3.23056 -0.334
C 1.37452 -0.62653 -3.47854 0.254
O 0.98619 -1.06836 -2.21558 -0.008
P -0.59090 -1.31783 -1.78154 0.305
O -1.59164 -0.48277 -2.51462 -0.706
O -0.43262 -1.12104 -0.12749 0.876
C 0.14485 -2.14041 0.71888 0.109
C 1.45551 -1.62187 1.23381 -0.339
O -0.72149 -2.93355 -1.98548 0.077
C -2.00186 -3.49343 -1.57714 0.777
C -1.85168 -5.04915 -1.61152 -1.192
H 3.18446 0.26591 -2.61001 -0.188
H 2.69995 0.95844 -4.19026 0.420
H 1.76991 1.32995 -2.68579 -0.137
H 0.56301 -0.26989 -4.11287 -0.209
H 1.82602 -1.41184 -4.08479 0.082
H -0.58006 -2.18780 1.53150 0.087
H 0.13938 -3.13615 0.27551 -0.098
H 2.07195 -2.27695 1.84942 0.383
H 2.15794 -1.34805 0.44658 -0.025
H 1.24192 -0.72678 1.81801 -0.137
H -2.37233 -3.25753 -0.57954 -0.697
H -2.74395 -3.05726 -2.24584 0.093
H -2.80374 -5.47231 -1.29118 0.331
H -1.66588 -5.35228 -2.64190 0.275
H -0.99896 -5.26966 -0.96938 0.195
C -2.28165 7.19198 4.79393 -0.832
C -1.82830 5.77937 5.20221 -0.477
O -2.21633 4.83732 4.21978 -0.348
P -1.18551 4.10976 3.25594 0.787
O 0.26119 4.14228 3.72312 -0.795
O -1.56464 4.72913 1.86041 -0.170
C -0.56581 5.26390 0.98503 0.559
C -1.22309 6.11369 -0.10118 -1.173
O -1.88165 2.67335 3.09642 0.128
C -1.69920 1.79479 4.16722 -0.662
C -1.91443 0.36875 3.59040 -0.158
H -2.07797 7.24263 3.72433 0.163
H -3.35404 7.30731 4.95131 0.285
H -1.69970 7.91190 5.36939 0.324
H -0.81283 5.68428 5.58677 0.386
H -2.47530 5.45896 6.01881 0.322
H 0.16710 5.94185 1.42244 0.447
H 0.07054 4.51626 0.51153 -0.550
H -0.45781 6.61065 -0.69742 0.325
H -1.87265 5.45171 -0.67384 0.099
H -1.84941 6.91919 0.28221 0.426
H -0.74271 2.00299 4.64668 0.378
H -2.44712 2.05249 4.91709 0.326
H -1.82597 -0.34035 4.41347 0.348
H -2.94568 0.24660 3.25918 -0.011
H -1.32469 0.10795 2.71160 -0.164
C -11.03542 -5.49157 3.81098 -1.265
C -9.61929 -5.99913 3.46409 -0.259
O -8.82557 -4.85255 3.25897 -0.280
P -7.29421 -4.63962 3.69959 0.429
O -7.06592 -4.78809 5.17383 -0.731
O -6.53984 -5.76627 2.71826 -0.253
C -6.92918 -5.94247 1.40151 -0.203
C -6.10361 -5.21057 0.38866 -0.755
O -6.90200 -3.14716 3.12730 0.332
C -7.40884 -1.97815 3.84087 -0.459
C -6.89418 -0.70498 3.13337 -0.631
H -11.59182 -6.36621 4.14791 0.395
H -11.08067 -4.66826 4.52388 0.319
H -11.57621 -5.21176 2.90691 0.314
H -9.11284 -6.60676 4.21402 0.406
H -9.68571 -6.56746 2.53636 0.242
H -6.88553 -7.02291 1.26423 0.313
H -7.95116 -5.65880 1.15013 0.258
H -5.22733 -5.84584 0.25961 0.123
H -6.65300 -5.11632 -0.54804 0.420
H -5.93050 -4.15968 0.62052 0.053
H -8.49437 -2.05136 3.90703 0.377
H -7.06802 -1.93196 4.87518 0.355
H -7.48701 0.15491 3.44522 0.410
H -5.84404 -0.57222 3.39354 -0.003
H -6.98114 -0.79352 2.05046 0.110
```